No. 1
13
Properties=species:S:1:pos:R:3 method="wB97M-V/def2-TZVPD" lumo_ev=0.87 e_homo_ev=-8.87 spin_multiplicity=1
O 2.9828 1.8806 -0.8897
C 4.0780 2.1259 -1.3004
H 4.3205 2.6093 -2.2567
H 4.9692 1.7583 -0.7393
C -1.6301 -2.0058 0.4433
C -2.2436 -0.6301 0.8135
S -1.9713 0.8705 -0.1869
H -2.2220 -2.7972 0.8916
H -0.5933 -1.8956 0.7490
H -1.7289 -2.0937 -0.6369
H -3.3170 -0.7136 1.0001
H -1.8882 -0.2740 1.7842
H -0.7561 1.1655 0.3283

***

No. 2
13
Properties=species:S:1:pos:R:3 method="wB97M-V/def2-TZVPD" lumo_ev="-0.31 / -0.89" e_homo_ev="-9.24 / -7.96" spin_multiplicity=1
C -0.1219 -1.2726 0.8186
C -0.2625 1.2512 -0.0726
C 0.3293 -0.1248 0.0233
O -1.5894 1.0593 -0.2239
S 1.8897 -0.3836 -0.6238
H -1.1708 -1.2982 0.9929
H 0.3532 -2.0441 0.2573
H 0.2937 -1.2609 1.9031
H 0.0855 1.9538 -0.9068
H -0.2137 1.9017 0.8192
H -0.3137 -0.9750 -2.0483
H -1.7628 0.6289 -1.0693
H 2.4833 0.5643 0.1302

***

No. 3
13
Properties=species:S:1:pos:R:3 method="wB97M-V/def2-TZVPD" lumo_ev=-0.82 e_homo_ev=-8.51 spin_multiplicity=1
C 0.0745 1.9777 -0.3446
C 0.5232 -0.2582 0.7677
C 0.0821 -1.5001 -0.2920
H -1.0649 2.5907 -0.3029
H 0.9039 2.9391 -0.1102
H 0.1911 1.4802 -1.2615
H 0.3101 -0.9334 1.5385
H 1.6954 -0.1736 0.9946
H -0.0505 -1.0892 -1.2359
H 0.8936 -2.0497 -0.3204
H -2.0524 -1.7288 -0.7068
O -0.9827 -2.3777 0.2066
S -0.5234 1.1229 1.0670

***

No. 4
13
Properties=species:S:1:pos:R:3 method="wB97M-V/def2-TZVPD" total_charge=+1 lumo_ev="-4.39 / -9.65" e_homo_ev="-12.44 / -12.44" spin_multiplicity=2
C -2.7556 -0.6955 1.0457
S -3.4616 -0.2107 -0.4908
H -2.2077 0.2099 1.3480
H -3.4871 -0.7980 1.8520
H -2.0614 -1.5209 0.9709
H -2.9871 -1.1101 -1.2791
O 2.3935 1.8368 0.8718
C 2.3675 0.7529 0.3729
C 2.4676 0.4839 -1.1122
H 2.3502 -0.1953 0.9738
H 2.3619 1.4317 -1.6426
H 1.6530 -0.1311 -1.5165
H 3.3667 -0.0537 -1.3938

***

No. 5
14
Properties=species:S:1:pos:R:3 method="wB97M-V/def2-TZVPD" lumo_ev=0.57 e_homo_ev=-9.09 spin_multiplicity=1
C -0.9472 1.7560 -0.7198
S -1.5717 0.0562 -0.8912
S -1.4966 -0.6556 1.0397
H -0.5180 2.0276 -1.6844
H -0.1817 1.8101 0.0495
H -1.7638 2.4241 -0.4743
H -0.2229 -1.0754 1.0140
C 2.2097 -1.4275 -0.1315
C 2.0891 -0.1110 -0.2346
O 2.7491 0.8086 0.5149
H 1.5488 -2.0654 -0.6980
H 2.9585 -1.8906 0.5050
H 1.4466 0.3503 -0.9739
H 3.1895 0.3549 1.2440

***

No. 6
14
Properties=species:S:1:pos:R:3 method="wB97M-V/def2-TZVPD" lumo_ev=0.54 e_homo_ev=-9.24 spin_multiplicity=1
C -0.3731 0.2254 -0.7555
C -1.6110 -0.5243 -0.2550
O -2.8343 0.2742 -0.2731
C 0.8647 -0.3049 -0.0224
S 2.0733 1.0540 0.1549
S 3.5527 0.1638 1.2466
H -0.4437 1.3022 -0.6767
H -0.3624 -0.0496 -1.7945
H -1.8922 -1.3022 -0.9353
H -1.6007 -0.8251 0.7921
H -2.5912 1.1955 -0.3821
H 1.4044 -1.0921 -0.5119
H 0.5745 -0.7169 0.9378
H 3.2390 0.6000 2.4750

***

No. 7
14
Properties=species:S:1:pos:R:3 method="wB97M-V/def2-TZVPD" lumo_ev=0.41 e_homo_ev=-9.07 spin_multiplicity=1
C -0.5936 1.1966 0.2645
C -1.9068 1.4788 1.0284
O -2.7130 2.5348 0.4477
C -0.4788 -0.2320 -0.6348
S 1.3484 -0.5353 -1.1086
S 1.6216 -1.9966 0.3732
H -0.3056 1.9999 -0.4486
H 0.3737 0.9974 0.9835
H -1.6628 1.7446 2.0963
H -2.4984 0.5046 0.9805
H -3.5855 2.5368 0.9327
H -0.8139 -1.1815 -0.1829
H -1.0827 -0.0444 -1.4782
H 1.6336 -0.9872 1.3538

***

No. 8
14
Properties=species:S:1:pos:R:3 method="wB97M-V/def2-TZVPD" lumo_ev=0.67 e_homo_ev=-7.79 spin_multiplicity=1
C 1.9740 0.7204 -0.3253
S 1.8004 2.1322 -1.5009
S 0.2551 1.3281 -2.6749
H 1.1029 0.0843 -0.4955
H 2.0376 1.1414 0.6740
H 2.8212 0.1377 -0.6590
H 0.3998 2.2705 -3.6100
O -1.5058 -0.0826 -0.2989
C -1.6595 -1.0416 0.3975
C -1.2715 -1.1533 1.8428
H -2.2435 -1.9101 0.0295
H -1.0989 -2.2025 2.0843
H -2.1770 -0.8793 2.3816
H -0.4349 -0.5453 2.1547

***

No. 9
14
Properties=species:S:1:pos:R:3 method="wB97M-V/def2-TZVPD" lumo_ev=0.64 e_homo_ev=-8.66 spin_multiplicity=1
S 0.2032 1.9739 0.2939
S -0.0414 -1.0305 0.6512
C 0.7200 0.5323 1.2339
C -1.4873 1.2399 0.0486
C -1.3300 -0.2186 -0.3572
H 0.3939 0.5853 2.2905
H 1.8075 0.3252 1.2274
H -1.9998 1.8794 -0.6955
H -2.0631 1.2940 0.9925
H -1.0087 -0.2408 -1.4163
H -2.2900 -0.7651 -0.2852
O 2.5972 -2.1151 -1.1250
H 1.7646 -2.3115 -1.6113
H 2.7339 -1.1484 -1.2476

***

No. 10
13
Properties=species:S:1:pos:R:3 method="wB97M-V/def2-TZVPD" lumo_ev=-0.67 e_homo_ev=-8.95 spin_multiplicity=1
C 0.4346 -1.7575 1.2269
C -0.8398 -1.5022 1.5306
C 0.2572 2.3655 -1.0251
P 0.5188 -0.4909 -1.6325
P -0.8706 0.9560 -1.4609
H 1.2333 -2.1106 1.9146
H 0.8656 -1.4568 0.2682
H -1.4206 -0.8598 0.8463
H -1.2020 -1.8207 2.5901
H 0.8255 2.2037 -0.1591
H 0.9554 2.7373 -1.7821
H -0.3542 3.2790 -0.6865
H -0.4032 -1.5430 -1.6304

***

No. 11
12
Properties=species:S:1:pos:R:3 method="wB97M-V/def2-TZVPD" lumo_ev=-0.69 e_homo_ev=-8.66 spin_multiplicity=1
C -0.0080 1.5528 0.6224
C -0.1135 0.0225 0.5343
C 0.4576 -0.4092 -0.7384
S 0.4333 -3.0218 -0.5658
H -0.1203 1.9507 -0.3529
H -0.9208 2.0083 1.1615
H 0.9306 1.8603 1.1621
H -1.2618 -0.1734 0.3233
H 0.1790 -0.3717 1.4818
H -0.2494 -0.4386 -1.6032
H 1.4963 -0.2501 -0.8955
H -0.8231 -2.7298 -1.1297

***

No. 12
12
Properties=species:S:1:pos:R:3 method="wB97M-V/def2-TZVPD" lumo_ev=0.99 e_homo_ev=-9.60 spin_multiplicity=1
S 3.1637 0.4572 0.0909
H 3.0908 0.3270 -1.2398
H 1.8320 0.4170 0.2138
C -1.1565 -0.9186 -0.6388
C -0.7941 -0.2553 0.6568
C -0.6177 1.0505 0.7943
H -0.7246 -1.9164 -0.7237
H -0.8574 -0.3395 -1.5131
H -2.2336 -1.0802 -0.7423
H -0.6516 -0.9407 1.4900
H -0.0657 1.5003 1.6072
H -0.9852 1.6986 0.0047

***

No. 13
12
Properties=species:S:1:pos:R:3 method="wB97M-V/def2-TZVPD" lumo_ev=1.08 e_homo_ev=-8.99 spin_multiplicity=1
C 2.2433 0.1202 -0.0005
C 0.9625 0.2731 0.8211
C -0.1896 -0.6801 0.3667
S -1.5134 0.1070 -0.5843
H 2.6715 -0.8634 -0.0631
H 2.9608 0.8211 0.4315
H 2.0501 0.5235 -0.9995
H 1.1695 0.0330 1.8562
H 0.6205 1.2758 0.6833
H -0.6425 -1.0787 1.2713
H 0.2514 -1.4545 -0.2107
H -0.7705 1.0910 -1.1060

***

No. 14
13
Properties=species:S:1:pos:R:3 method="wB97M-V/def2-TZVPD" lumo_ev=0.09 e_homo_ev=-6.08 spin_multiplicity=1
C -0.5802 -1.3045 1.1523
C -1.6895 -0.5485 0.3972
C 0.5974 -0.5388 0.5195
H -0.5584 -2.3563 0.8581
H -0.6344 -1.2573 2.2365
H -2.4713 -1.1590 -0.0429
H -2.1389 0.2484 0.9859
H 1.4278 -1.1452 0.1706
H 0.9796 0.2697 1.1568
H 0.3205 1.9353 -0.3817
H 2.2309 1.6943 -0.1650
S -0.4813 0.1069 -0.8149
S 1.1611 0.9007 -0.2622

***

No. 15
13
Properties=species:S:1:pos:R:3 method="wB97M-V/def2-TZVPD" lumo_ev=0.52 e_homo_ev=-9.62 spin_multiplicity=1
S 2.0340 0.2737 1.2074
S 0.7761 -0.0892 2.6579
H 2.8582 -0.8518 1.3307
H -0.1894 -0.8192 2.1472
C -1.2780 -0.9609 -2.1757
C -1.9617 -0.0163 -3.1764
C -2.8188 0.9333 -2.9415
H -0.4207 -0.4449 -1.7713
H -1.9313 -1.1770 -1.3158
H -0.8575 -1.8299 -2.6497
H -1.8193 -0.3223 -4.2551
H -3.4691 1.4884 -3.6405
H -2.7801 1.2681 -1.9301

***

No. 16
13
Properties=species:S:1:pos:R:3 method="wB97M-V/def2-TZVPD" lumo_ev=0.66 e_homo_ev=-9.16 spin_multiplicity=1
C -3.5882 2.7371 -0.1494
C -3.0106 1.5712 -0.3793
H -3.4805 3.5376 -0.8712
H -4.2092 2.9230 0.7165
H -2.4838 1.4016 -1.3128
H -3.1286 0.7395 0.3010
C -0.4863 -0.7866 -0.3910
S 1.1013 -1.5911 -0.1335
S 2.2524 -0.1531 0.7023
H -0.6252 0.0639 0.2647
H -1.2851 -1.5027 -0.2120
H -0.5826 -0.4317 -1.4090
H 2.7999 0.4552 -0.3686

***

DFT total energy values (in Eh) by entry order: -592.475134, -592.337684, -592.282866, -592.145359, -990.681862, -990.689914, -990.660945, -990.678841, -990.703920, -801.706861, -517.180736, -517.243580, -517.271309, -915.024549, -915.416255, -915.432343.
Energy above the lowest of the compared OMol25 structures with the same formula, charge and spin values (in eV) by entry order: 1.168, 4.908, 6.400, 1.005, 0.782, 0.563, 1.351, 0.864, 0.182, 1.211, 2.717, 1.007, 0.252, 12.311, 1.652, 1.214.